[1]
A single C20H27N5O2S2 molecule. Source: the Open Molecules 2025 dataset; level of theory: wB97M-V/def2-TZVPD.

Its spin multiplicity is 1. The calculation puts the HOMO energy at -8.17 eV. The energy above the lowest of the compared OMol25 structures with the same formula, charge and spin is 0.0 kcal/mol.

Atoms and positions in Å:
1 C -6.50 -0.75 -1.89
2 S -6.76 -0.27 -0.15
3 C -5.06 -0.50 0.48
4 C -4.10 0.54 -0.06
5 C -2.68 0.31 0.47
6 N -1.81 1.41 0.13
7 C -1.17 2.17 1.04
8 O -1.34 2.05 2.24
9 C -0.21 3.14 0.49
10 C 0.51 4.05 1.21
11 C 1.41 4.79 0.42
12 C 1.37 4.43 -0.89
13 S 0.24 3.19 -1.19
14 C -2.07 -0.96 -0.16
15 O -2.59 -1.46 -1.15
16 N -0.94 -1.44 0.38
17 C -0.20 -0.92 1.51
18 C 1.08 -0.24 1.02
19 C 1.95 -1.18 0.18
20 C 1.07 -1.79 -0.93
21 C -0.18 -2.43 -0.35
22 N 2.48 -2.26 1.03
23 C 3.66 -2.92 0.51
24 C 4.89 -2.00 0.34
25 C 4.39 -0.77 -0.33
26 N 5.10 0.21 -0.98
27 C 4.18 1.11 -1.42
28 N 2.97 0.78 -1.10
29 C 3.08 -0.40 -0.41
30 H -6.08 0.08 -2.45
31 H -5.84 -1.61 -1.93
32 H -7.48 -1.00 -2.29
33 H -5.15 -0.43 1.56
34 H -4.74 -1.50 0.20
35 H -4.43 1.54 0.23
36 H -4.07 0.49 -1.15
37 H -2.71 0.25 1.57
38 H -1.65 1.56 -0.86
39 H 0.39 4.17 2.27
40 H 2.06 5.56 0.81
41 H 1.94 4.83 -1.71
42 H 0.07 -1.77 2.14
43 H -0.79 -0.22 2.09
44 H 1.64 0.13 1.88
45 H 0.84 0.62 0.40
46 H 0.80 -0.98 -1.62
47 H 1.64 -2.53 -1.49
48 H 0.11 -3.23 0.34
49 H -0.81 -2.83 -1.14
50 H 2.69 -1.88 1.95
51 H 3.40 -3.35 -0.46
52 H 3.90 -3.75 1.19
53 H 5.66 -2.50 -0.24
54 H 5.31 -1.75 1.32
55 H 6.10 0.24 -1.10
56 H 4.45 1.99 -1.96

[2]
A single C3H3Br2Cl molecule in a non-equilibrium geometry. Source: the Open Molecules 2025 dataset; level of theory: wB97M-V/def2-TZVPD.

Its spin multiplicity is 1. The calculation puts the HOMO energy at -10.02 eV. The energy above the lowest of the compared OMol25 structures with the same formula, charge and spin is 36.0 kcal/mol.

Atoms and positions in Å:
1 Cl 0.42 1.88 -1.43
2 C 0.42 0.26 -0.78
3 C 0.65 0.03 0.72
4 C -0.56 -0.46 0.07
5 Br -2.35 1.01 0.58
6 Br -1.19 -2.08 -0.27
7 H 0.95 -0.40 -1.44
8 H 1.13 -0.90 0.97
9 H 0.54 0.66 1.58

[3]
A single C18H32O2 molecule. Source: the Open Molecules 2025 dataset; level of theory: wB97M-V/def2-TZVPD.

Its spin multiplicity is 1. The calculation puts the HOMO energy at -9.02 eV. The energy above the lowest of the compared OMol25 structures with the same formula, charge and spin is 5.3 kcal/mol.

Atoms and positions in Å:
1 C -1.53 -3.87 0.08
2 C -1.27 -2.52 -0.58
3 C 0.19 -2.33 -1.02
4 C 1.16 -2.20 0.15
5 C 2.59 -1.94 -0.33
6 C 3.54 -1.79 0.82
7 C 4.61 -1.02 0.88
8 C 5.14 -0.10 -0.19
9 C 5.26 1.29 0.35
10 C 4.43 2.30 0.14
11 C 3.18 2.26 -0.69
12 C 1.96 1.96 0.19
13 C 0.68 1.86 -0.63
14 C -0.54 1.59 0.25
15 C -1.81 1.40 -0.58
16 C -3.02 1.12 0.30
17 C -4.28 0.86 -0.53
18 C -5.47 0.54 0.33
19 O -5.47 0.38 1.52
20 O -6.59 0.45 -0.41
21 H -2.58 -3.97 0.31
22 H -0.97 -3.97 1.01
23 H -1.24 -4.68 -0.59
24 H -1.53 -1.72 0.12
25 H -1.91 -2.42 -1.45
26 H 0.48 -3.17 -1.65
27 H 0.25 -1.43 -1.63
28 H 1.15 -3.12 0.74
29 H 0.85 -1.38 0.80
30 H 2.92 -2.78 -0.95
31 H 2.60 -1.05 -0.96
32 H 3.30 -2.40 1.68
33 H 5.20 -1.02 1.79
34 H 4.49 -0.13 -1.07
35 H 6.13 -0.46 -0.49
36 H 6.11 1.44 1.01
37 H 4.63 3.24 0.63
38 H 3.04 3.23 -1.17
39 H 3.25 1.51 -1.47
40 H 1.86 2.75 0.94
41 H 2.14 1.02 0.72
42 H 0.53 2.79 -1.18
43 H 0.78 1.06 -1.36
44 H -0.68 2.43 0.94
45 H -0.36 0.70 0.85
46 H -1.99 2.30 -1.18
47 H -1.66 0.57 -1.26
48 H -3.20 1.97 0.97
49 H -2.84 0.26 0.94
50 H -4.12 0.02 -1.20
51 H -4.52 1.73 -1.15
52 H -7.35 0.24 0.16